The following is a quantum chemistry calculation of a cluster of 6 separate species, C2H16O6 in total at a distorted geometry, from the Open Molecules 2025 dataset.

ΔE to the lowest compared entry with this formula, charge and spin = 0.803 eV
frontier orbital gap = 10.4906 eV
total energy = -14618.3823 eV
HOMO = -0.375 Eh
SMILES = CCO.O.O.O.O.O
net charge = 0

XYZ file:
```
24
Properties=species:S:1:pos:R:3:forces:R:3:lowdin_charge:R:1
O -1.75779 -1.58166 2.13211 -0.2 -0.1 -0.1 -0.047
O 2.13330 1.52763 0.64457 0.2 -0.4 -0.7 -0.078
O -2.02301 0.83078 0.67070 0.3 0.1 0.0 -0.067
O 0.29938 1.02084 2.72068 1.1 0.8 0.6 -0.059
O 1.01889 -1.35362 1.04694 0.0 -0.4 0.5 -0.035
O -0.69509 0.92300 -3.29121 -0.4 -0.1 -0.9 -0.084
C -0.45981 -0.16227 -2.39564 -0.2 0.7 -0.2 -0.300
C 1.02772 -0.37956 -2.29711 0.5 -0.5 0.1 -0.078
H -1.00614 -0.99653 -2.83754 0.2 -0.2 0.1 0.112
H -0.92001 0.05953 -1.42933 0.2 -0.1 0.1 0.086
H 1.37987 1.19707 1.15819 0.2 0.5 0.3 -0.020
H 0.65688 -1.37020 0.16281 -0.2 0.2 -0.4 0.018
H 0.41749 0.07344 2.60857 -1.0 0.0 -0.3 0.009
H 1.51369 0.53799 -2.03832 0.2 0.8 0.0 0.068
H -2.82795 1.19357 0.29544 -0.2 -0.3 0.1 0.041
H 1.91793 -1.68062 0.93391 0.1 0.1 0.1 0.072
H -2.18314 -0.07246 0.99318 -0.2 0.2 0.1 0.004
H -1.48798 -1.41488 3.04104 0.0 0.0 0.0 0.056
H -1.01473 -2.04509 1.72914 0.2 0.0 0.1 0.029
H 1.51600 -0.78579 -3.18315 -0.4 0.2 -0.3 0.082
H -0.57987 1.40459 2.66362 -0.2 -1.0 -0.4 0.044
H -0.74379 1.79428 -2.89430 0.2 -0.2 0.6 0.081
H 2.46850 2.31711 1.07030 -0.2 0.0 0.3 0.028
H 1.34966 -1.03714 -1.50462 -0.2 -0.5 0.4 0.039
```
Positions in Å, forces in eV/Å.